# 1
155
Properties=species:S:1:pos:R:3 method="wB97M-V/def2-TZVPD" total_charge=-1 spin_multiplicity=1 homo_energy_ev=-4.03 homo_lumo_gap_ev=5.77
C 0.8619 0.9567 0.6608
C 1.6697 1.9551 -0.1029
I 0.4407 3.6860 -0.3401
C 2.9181 1.8253 -0.5413
I 3.7447 3.5246 -1.5130
Nb 4.2136 -0.0507 -0.2967
C 6.0310 1.2573 0.1116
C 7.4327 0.6434 0.0036
C 8.3296 0.5394 1.2742
C 7.7669 1.1798 2.5421
C 8.7850 -0.9152 1.5351
C 5.3000 -0.1762 -2.3241
C 4.9853 0.6654 -3.4609
O 5.6600 1.4662 -3.9967
Br 3.1870 0.4271 -4.2984
C 5.2300 -2.0488 0.1285
C 4.6015 -3.3807 0.5354
N 3.5140 -3.2569 1.4621
N 4.2896 -4.1639 -0.6854
N 5.5841 -4.2421 1.2791
P 3.7298 -0.1678 2.2240
N 4.9255 -0.9141 3.2093
O 3.7835 1.4408 2.7277
P 2.2967 -1.4891 -1.3288
O 1.0144 -0.6219 -1.9121
O 2.7256 -2.3630 -2.6414
H 0.7930 1.2719 1.7010
H 1.2520 -0.0518 0.6374
H -0.1527 0.9299 0.2778
H 5.9625 2.0190 -0.6575
H 5.8170 1.7759 1.0410
H 7.9998 1.2426 -0.7071
H 7.4179 -0.3406 -0.4604
H 9.2469 1.0831 1.0671
H 6.6924 1.0909 2.6298
H 8.2136 0.7491 3.4340
H 7.9918 2.2435 2.5698
H 8.1878 -1.6383 0.9903
H 9.8086 -1.0537 1.1944
H 8.7887 -1.1561 2.5936
H 5.2407 -1.2168 -2.6447
H 6.3539 0.0280 -2.1563
H 5.9480 -1.7700 0.9006
H 5.8210 -2.2912 -0.7529
H 3.1852 -4.1657 1.7491
H 2.7501 -2.6939 1.1179
H 4.6197 -5.1031 -0.5070
H 3.2850 -4.2424 -0.7756
H 5.6864 -3.8159 2.1925
H 6.4779 -4.1617 0.8089
H 5.8467 -0.9260 2.7937
H 4.9859 -0.4780 4.1198
H 4.6692 1.6081 3.0686
H 0.8456 -0.8485 -2.8304
H 2.8842 -1.7629 -3.3867
C 2.5771 0.6231 6.3277
C 2.1047 1.9382 5.7153
C 3.1239 3.0673 5.8347
C 3.4746 3.4705 7.2684
C 2.2842 3.9047 8.1211
C 1.5664 5.1383 7.5799
H 2.7520 0.7055 7.4027
H 1.8329 -0.1595 6.1773
H 3.5059 0.2932 5.8572
H 1.1551 2.2337 6.1721
H 1.9018 1.7729 4.6560
H 2.7530 3.9380 5.2883
H 4.0427 2.7665 5.3227
H 4.2009 4.2892 7.2314
H 3.9836 2.6411 7.7679
H 2.6416 4.1177 9.1327
H 1.5723 3.0808 8.2178
H 2.2527 5.9842 7.5027
H 0.7472 5.4327 8.2377
H 1.1430 4.9568 6.5917
C 3.7510 -0.7235 -8.1456
C 2.5494 0.2045 -8.0003
C 1.2148 -0.5337 -7.9276
C 0.8596 -1.3511 -9.1707
C 0.8113 -0.5509 -10.4707
C -0.2450 0.5509 -10.4685
H 3.7129 -1.2964 -9.0748
H 4.6810 -0.1544 -8.1487
H 3.7967 -1.4279 -7.3128
H 2.5398 0.9259 -8.8233
H 2.6694 0.7861 -7.0865
H 0.4200 0.1901 -7.7263
H 1.2316 -1.2060 -7.0640
H -0.1147 -1.8242 -9.0096
H 1.5747 -2.1702 -9.2853
H 0.6027 -1.2401 -11.2939
H 1.7921 -0.1162 -10.6798
H -1.2392 0.1355 -10.2909
H -0.2677 1.0715 -11.4271
H -0.0478 1.2958 -9.6970
C -4.6124 -2.2981 -2.3104
C -4.8179 -2.2023 -0.8007
C -4.2308 -0.9316 -0.1911
C -2.7174 -0.7816 -0.3363
C -1.8928 -1.9202 0.2590
C -2.0739 -2.0749 1.7675
H -3.5540 -2.3318 -2.5706
H -5.0775 -3.1999 -2.7119
H -5.0561 -1.4382 -2.8183
H -4.3924 -3.0848 -0.3153
H -5.8912 -2.2257 -0.5867
H -4.5006 -0.8913 0.8695
H -4.7134 -0.0647 -0.6556
H -2.4146 0.1562 0.1397
H -2.4581 -0.6743 -1.3929
H -0.8390 -1.7260 0.0448
H -2.1344 -2.8638 -0.2393
H -1.8045 -1.1518 2.2856
H -1.4368 -2.8707 2.1554
H -3.1047 -2.3228 2.0315
C -7.3752 1.5056 -0.7292
C -7.4930 0.7127 -2.0284
C -6.8058 1.3817 -3.2168
C -7.3719 2.7496 -3.5994
C -8.8628 2.7559 -3.9314
C -9.2234 1.8851 -5.1322
H -7.8614 2.4792 -0.8053
H -7.8471 0.9582 0.0884
H -6.3284 1.6662 -0.4653
H -8.5481 0.5311 -2.2527
H -7.0404 -0.2721 -1.8819
H -6.8554 0.7104 -4.0789
H -5.7414 1.4981 -2.9905
H -6.8143 3.1259 -4.4623
H -7.1856 3.4610 -2.7906
H -9.1662 3.7858 -4.1368
H -9.4430 2.4368 -3.0613
H -8.6779 2.2058 -6.0220
H -10.2896 1.9491 -5.3541
H -8.9897 0.8348 -4.9537
C -5.6203 -1.6755 7.2222
C -5.7702 -2.4447 5.9121
C -5.1117 -1.7525 4.7204
C -5.6856 -0.3769 4.3791
C -7.1845 -0.3606 4.0813
C -7.5633 -1.2122 2.8733
H -6.1036 -0.6988 7.1742
H -6.0722 -2.2234 8.0502
H -4.5668 -1.5184 7.4611
H -6.8309 -2.6170 5.7087
H -5.3195 -3.4334 6.0285
H -5.1841 -2.4058 3.8465
H -4.0419 -1.6413 4.9203
H -5.1480 0.0131 3.5092
H -5.4775 0.3203 5.1952
H -7.4866 0.6735 3.8972
H -7.7512 -0.6909 4.9565
H -7.0256 -0.8739 1.9845
H -8.6322 -1.1412 2.6663
H -7.3294 -2.2658 3.0313

# 2
149
Properties=species:S:1:pos:R:3 method="wB97M-V/def2-TZVPD" total_charge=+1 spin_multiplicity=1 homo_energy_ev=-9.07 homo_lumo_gap_ev=6.76
C -2.4860 -0.9265 1.9084
C -3.6818 -1.5640 1.1694
C -5.0483 -1.0565 1.6692
C -5.4959 0.2476 0.9925
C -5.9404 0.0443 -0.4676
C -5.7190 1.2841 -1.3717
C -6.9291 1.5523 -2.2706
C -7.4052 0.3238 -3.0421
C -6.2892 -0.4879 -3.7068
C -6.6712 -1.9608 -3.8442
C -5.7053 -2.7598 -4.7159
C -4.2738 -2.8741 -4.1609
P -4.0582 -3.5501 -2.5005
C -2.5153 -4.4870 -2.4458
C -1.3771 -3.7905 -3.2405
C 0.0092 -4.0213 -2.6247
C 0.1747 -3.4375 -1.2026
C 1.1916 -2.2743 -1.0545
C 1.3051 -1.2771 -2.2168
C -0.0040 -0.5457 -2.5804
C 0.2071 0.9543 -2.8587
C -0.9747 1.6156 -3.6005
O -0.5785 2.3156 -4.7633
C -0.3427 1.4811 -5.8812
N -5.3983 -4.3822 -2.0057
C -5.3996 -4.9544 -0.6304
C -6.2504 -4.1525 0.3966
C -6.7931 -2.7827 -0.0709
H -2.7801 -0.5991 2.9128
H -2.0801 -0.0615 1.3693
H -1.6684 -1.6476 2.0208
H -3.6462 -2.6532 1.3063
H -3.5938 -1.3770 0.0875
H -5.8205 -1.8314 1.5036
H -4.9808 -0.9014 2.7549
H -4.6783 0.9810 1.0373
H -6.3535 0.6417 1.5539
H -7.0196 -0.1673 -0.4542
H -5.4149 -0.8316 -0.8793
H -4.8086 1.1662 -1.9791
H -5.5549 2.1692 -0.7418
H -7.7547 1.8710 -1.6146
H -6.7531 2.3988 -2.9500
H -8.0203 -0.3161 -2.3938
H -8.0765 0.6625 -3.8456
H -6.0790 -0.0735 -4.7054
H -5.3554 -0.4276 -3.1243
H -7.6699 -2.0423 -4.2974
H -6.7632 -2.3888 -2.8351
H -6.1152 -3.7562 -4.9313
H -5.6116 -2.2487 -5.6843
H -3.7666 -1.8996 -4.1565
H -3.6740 -3.5273 -4.8132
H -3.8807 -2.4890 -1.6007
H -2.7352 -5.4556 -2.9190
H -2.2461 -4.6849 -1.4006
H -1.3890 -4.2206 -4.2507
H -1.5518 -2.7120 -3.3507
H 0.1911 -5.1059 -2.6235
H 0.7562 -3.5954 -3.3031
H -0.7975 -3.1100 -0.8009
H 0.5166 -4.2401 -0.5368
H 2.1890 -2.6893 -0.8573
H 0.9141 -1.7059 -0.1543
H 1.7358 -1.7696 -3.0988
H 2.0487 -0.5271 -1.9111
H -0.4133 -0.9670 -3.5133
H -0.7536 -0.6929 -1.7860
H 1.0951 1.0512 -3.4982
H 0.3911 1.4775 -1.9122
H -1.4781 2.3552 -2.9663
H -1.7376 0.8543 -3.8612
H -1.2411 1.4176 -6.5137
H -0.0410 0.4659 -5.5799
H 0.4705 1.9134 -6.4745
H -5.6926 -5.0534 -2.7081
H -5.8056 -5.9667 -0.7214
H -4.3726 -5.0689 -0.2579
H -7.0995 -4.7778 0.6949
H -5.6525 -4.0049 1.3035
H -7.8055 -2.8655 -0.4803
H -6.1513 -2.2913 -0.8119
H -6.8604 -2.0995 0.7899
C 9.1440 -2.1123 0.4462
C 7.9213 -1.8891 -0.4306
N 6.7014 -2.4398 0.1400
C 5.5972 -2.4961 -0.7978
C 5.0318 -1.1752 -1.3348
C 6.3768 -1.9873 1.4839
C 6.2194 -0.4799 1.7126
H 9.2550 -3.1695 0.6912
H 10.0405 -1.7862 -0.0823
H 9.0923 -1.5469 1.3776
H 8.0800 -2.3911 -1.3893
H 7.8401 -0.8140 -0.6562
H 4.7886 -3.0666 -0.3285
H 5.9287 -3.0982 -1.6503
H 4.4430 -0.6476 -0.5837
H 4.3732 -1.3796 -2.1828
H 5.8183 -0.5068 -1.6862
H 7.1545 -2.3545 2.1574
H 5.4639 -2.5028 1.7951
H 7.0229 0.0904 1.2437
H 6.2526 -0.2671 2.7833
H 5.2695 -0.0989 1.3382
C -1.4396 2.4002 3.4619
C -1.6341 3.9020 3.3077
N -2.0401 4.2920 1.9669
C -1.9201 5.7198 1.7142
C -2.8044 6.6744 2.5227
C -3.2505 3.6613 1.4692
C -4.5365 3.8439 2.2861
H -0.7485 2.0206 2.7072
H -1.0249 2.1811 4.4467
H -2.3795 1.8530 3.3756
H -0.6800 4.3963 3.5091
H -2.3311 4.2536 4.0841
H -2.0933 5.8860 0.6471
H -0.8736 5.9869 1.8903
H -3.8439 6.6483 2.1976
H -2.4500 7.6985 2.3918
H -2.7733 6.4518 3.5900
H -3.0556 2.5887 1.3682
H -3.4121 4.0217 0.4489
H -4.3643 3.6818 3.3513
H -5.2880 3.1206 1.9645
H -4.9675 4.8360 2.1614
C 11.0764 2.6537 3.0377
C 9.6093 2.3501 3.3007
N 9.2833 2.2895 4.7158
C 7.9780 1.7134 4.9826
C 6.7383 2.4628 4.4809
C 9.6358 3.4654 5.4965
C 9.0450 4.8134 5.0671
H 11.7167 1.9496 3.5710
H 11.2855 2.5684 1.9704
H 11.3485 3.6648 3.3424
H 9.3733 1.3684 2.8778
H 8.9931 3.0781 2.7488
H 7.8900 1.5572 6.0615
H 7.9764 0.7122 4.5375
H 6.5173 3.3457 5.0796
H 5.8682 1.8049 4.5455
H 6.8433 2.7666 3.4384
H 10.7248 3.5539 5.4976
H 9.3638 3.2615 6.5354
H 9.1265 4.9659 3.9895
H 9.5909 5.6241 5.5532
H 7.9966 4.9153 5.3446

# 3
173
Properties=species:S:1:pos:R:3 method="wB97M-V/def2-TZVPD" total_charge=-1 spin_multiplicity=1 e_above_lowest_kj_mol=0.0 homo_energy_ev=-3.99 homo_lumo_gap_ev=5.23
C 2.9745 2.7903 5.3468
C 3.6469 2.9547 4.0149
O 4.2349 3.9117 3.7349
O 3.5305 1.9403 3.0888
C 2.3502 2.2691 2.2903
C 1.8355 1.0407 1.5437
C 0.6520 0.3132 2.2227
C -0.6798 0.5527 1.4865
C -1.2181 1.9312 1.9202
C -2.2541 2.4823 0.9352
P -3.3524 3.8961 1.6486
C -1.7863 5.0168 1.8627
N -1.3645 5.1595 3.2553
C -4.9525 2.8427 1.8401
C -4.9113 1.3291 2.0350
C -4.2237 0.7235 3.2835
C -4.2835 1.5399 4.5888
N -5.5207 1.2351 5.3638
C -3.7959 4.5526 -0.1167
Br -4.5424 3.1690 -1.3633
C -2.7320 5.3105 -0.9715
C -3.4712 6.4523 -1.6903
Br -2.0249 4.2193 -2.4857
P -4.5976 5.5828 2.6611
N -4.0658 7.0441 2.4141
O -6.2099 5.5864 2.1577
O -4.6947 5.3537 4.3258
H 3.0259 3.7253 5.8870
H 3.4572 1.9897 5.9016
H 1.9245 2.5431 5.1965
H 2.5525 3.1135 1.6357
H 1.5802 2.5601 3.0072
H 1.5379 1.3838 0.5521
H 2.6734 0.3615 1.3917
H 0.5403 0.7168 3.2326
H 0.9115 -0.7396 2.2374
H -0.4734 0.5331 0.4257
H -1.3836 -0.2307 1.7454
H -0.3395 2.5789 1.9586
H -1.5857 1.8542 2.9480
H -2.7679 1.6714 0.4172
H -1.6444 2.9405 0.1461
H -3.0166 3.4069 2.9833
H -0.9032 4.6270 1.3519
H -1.8909 6.0375 1.4891
H -1.1659 4.2575 3.6664
H -2.0331 5.6962 3.7952
H -5.3751 3.1961 2.7956
H -5.7555 3.1127 1.1557
H -4.5897 0.7415 1.1750
H -5.9553 1.0320 2.1259
H -3.2211 0.3491 3.0782
H -4.7797 -0.1929 3.5064
H -4.2704 2.6152 4.4625
H -3.4618 1.1978 5.2190
H -6.2788 1.6191 4.8079
H -5.6228 0.2347 5.4772
H -4.6547 5.2124 -0.0141
H -1.8458 5.7639 -0.5488
H -3.9335 7.1045 -0.9495
H -2.7959 7.0551 -2.3009
H -4.2258 6.0550 -2.3636
H -4.7373 7.6530 1.9612
H -6.6899 6.2462 2.6814
H -5.6024 5.1245 4.5748
C 6.6370 -2.0326 -0.2238
C 5.8129 -0.8309 0.1640
O 5.1704 -0.2077 -0.6704
N 5.8008 -0.4589 1.4691
C 6.4926 -1.0762 2.5811
H 6.5360 -2.1999 -1.2906
H 7.6912 -1.8581 0.0042
H 6.2878 -2.9189 0.2945
H 5.2264 0.3531 1.6566
H 5.7606 -1.3952 3.3260
H 7.1583 -0.3432 3.0415
H 7.0740 -1.9348 2.2607
C -1.1465 -2.5227 -1.8323
C -0.0582 -2.5222 -0.7856
O -0.0687 -1.7392 0.1525
N 0.9465 -3.4263 -0.9212
C 1.1301 -4.4268 -1.9618
H -1.8684 -1.7487 -1.5867
H -0.7283 -2.3095 -2.8170
H -1.6589 -3.4858 -1.8488
H 1.6380 -3.3673 -0.1903
H 1.1636 -5.4184 -1.5082
H 2.0822 -4.2387 -2.4646
H 0.3272 -4.3940 -2.6907
C 6.3773 -6.4786 0.8457
C 6.5668 -5.9277 -0.5474
O 6.2452 -4.7896 -0.8511
N 7.1186 -6.7400 -1.4854
C 7.5810 -8.1081 -1.3567
H 5.9291 -5.7105 1.4693
H 5.7118 -7.3428 0.8268
H 7.3381 -6.7617 1.2780
H 7.2058 -6.2979 -2.3885
H 8.6409 -8.1379 -1.6166
H 7.0253 -8.7313 -2.0593
H 7.4469 -8.4921 -0.3507
C -8.2718 0.1617 -1.5821
C -8.2069 1.2848 -0.5739
O -7.4851 1.2361 0.4031
N -8.9907 2.3789 -0.7942
C -9.9054 2.6243 -1.8904
H -7.5945 -0.6273 -1.2688
H -9.2827 -0.2465 -1.6353
H -7.9629 0.5154 -2.5671
H -8.8925 3.0890 -0.0848
H -9.5977 3.5282 -2.4202
H -10.9116 2.7789 -1.4936
H -9.9224 1.7929 -2.5873
C -11.2173 0.2695 5.5590
C -9.7140 0.3105 5.7107
O -9.0120 -0.6466 5.4296
N -9.1622 1.4621 6.1773
C -9.8328 2.6885 6.5608
H -11.5039 -0.7072 5.1801
H -11.7030 0.4256 6.5236
H -11.5500 1.0293 4.8504
H -8.1542 1.4257 6.2548
H -9.4588 3.5092 5.9459
H -9.6082 2.9088 7.6062
H -10.9079 2.6110 6.4359
C 0.3506 9.4249 -5.7224
C -0.9730 8.6967 -5.7478
O -1.8920 9.0549 -6.4717
N -1.1108 7.6217 -4.9340
C -0.1382 7.0545 -4.0155
H 0.3068 10.2552 -6.4215
H 0.5498 9.8189 -4.7250
H 1.1590 8.7575 -6.0237
H -2.0163 7.1806 -4.9970
H 0.0481 6.0187 -4.2976
H -0.5541 7.0720 -3.0085
H 0.7964 7.6064 -4.0295
C 10.2260 -8.2553 -4.9578
C 8.9127 -7.6808 -5.4349
O 7.9685 -8.3935 -5.7415
N 8.8028 -6.3282 -5.5141
C 9.7990 -5.3193 -5.1958
H 10.1515 -9.3388 -4.9503
H 11.0352 -7.9666 -5.6295
H 10.4472 -7.9140 -3.9452
H 7.9001 -6.0166 -5.8404
H 9.4107 -4.6654 -4.4138
H 9.9958 -4.7176 -6.0837
H 10.7264 -5.7699 -4.8571
C 5.6561 -0.4073 -6.7268
C 6.3172 -1.0699 -5.5420
O 7.0725 -2.0282 -5.6752
N 6.0490 -0.5698 -4.3151
C 5.1906 0.5476 -3.9523
H 5.9677 -0.9182 -7.6335
H 4.5708 -0.4746 -6.6441
H 5.9568 0.6388 -6.7951
H 6.5214 -1.0588 -3.5700
H 5.7879 1.2929 -3.4272
H 4.4155 0.1856 -3.2782
H 4.7299 1.0054 -4.8219
C 0.4778 -9.0286 0.5675
C 1.3522 -8.4336 -0.5088
O 1.0002 -7.4695 -1.1700
N 2.5653 -9.0082 -0.7284
C 3.1563 -10.1479 -0.0533
H -0.4475 -8.4628 0.6195
H 0.2387 -10.0671 0.3338
H 0.9747 -8.9727 1.5370
H 3.0945 -8.5596 -1.4605
H 4.0970 -9.8436 0.4099
H 3.3658 -10.9303 -0.7850
H 2.4960 -10.5435 0.7108